# 1
# C2H9O3

A cluster of 3 separate species, C2H9O3 in total at a distorted geometry (the ωB97M-V functional and the def2-TZVPD basis, the OMol25 dataset).

Last column: Mulliken spin population.
CARTESIAN COORDINATES (ANGSTROEM)
O  -0.700  0.502  -0.468  0.819
O  1.238  1.685  -1.885  0.039
O  0.957  1.399  1.260  0.009
C  -0.714  -1.539  0.820  0.027
C  -0.618  -0.853  -0.547  0.005
H  0.106  -1.236  1.473  0.001
H  0.346  -1.148  -1.035  0.077
H  1.747  1.870  -1.085  -0.002
H  0.466  1.260  -1.474  0.000
H  0.323  1.043  0.576  0.000
H  -0.659  -2.629  0.755  -0.001
H  -1.411  -1.309  -1.170  0.026
H  0.590  2.260  1.498  0.001
H  -1.670  -1.305  1.283  0.000

Output
- Multiplicity: 2
- Net charge: 0
- LUMO level (spin up / spin down): 0.78 / -3.19 eV
- Highest occupied orbital energy (spin up / spin down): -11.1 / -11.1 eV

***

# 2
# C37H64N4O18

A cluster of 10 separate species, C37H64N4O18 in total at a distorted geometry (the ωB97M-V functional and the def2-TZVPD basis, the OMol25 dataset).

Last column: Löwdin charge in e.
CARTESIAN COORDINATES (ANGSTROEM)
O  2.376  4.326  1.178  0.025
O  -4.812  2.184  -2.255  0.001
O  -2.166  4.627  2.082  0.113
O  0.579  -2.670  -2.094  -0.015
O  -0.848  2.937  2.180  0.069
O  1.473  1.736  -0.550  0.084
O  -2.228  3.186  0.342  0.143
O  0.492  5.525  0.842  -0.041
O  1.934  1.276  1.626  0.078
O  2.094  5.343  -0.954  -0.065
O  5.192  0.056  0.905  0.077
O  -3.457  0.285  -1.413  -0.090
O  0.200  0.340  0.652  0.066
O  4.230  -1.187  -0.571  0.116
O  3.852  -1.678  1.535  0.123
O  -2.636  2.343  -2.471  0.009
O  0.345  -4.562  -3.323  -0.044
O  0.240  -2.345  -4.427  -0.096
N  0.906  1.020  -4.491  0.187
N  -0.637  -5.963  2.221  0.147
N  -2.161  1.003  5.195  0.138
N  -6.735  -5.561  0.222  0.124
C  -1.799  3.579  1.439  -0.524
C  1.419  1.971  -4.085  -0.192
C  0.359  -1.753  1.953  0.005
C  -4.202  -4.986  -0.274  -0.164
C  -3.636  1.558  -2.063  -0.368
C  -2.898  0.087  4.989  -0.154
C  -0.449  3.742  3.207  -0.159
C  3.659  3.890  0.761  -0.037
C  2.041  3.224  -3.485  -0.193
C  1.688  5.053  0.368  -0.392
C  -2.606  4.240  4.421  -0.027
C  -3.251  -2.211  3.881  -0.251
C  0.647  -1.202  -1.950  0.022
C  -2.165  -3.130  4.522  -0.075
C  4.187  0.410  -2.520  -0.003
C  4.956  -0.271  -1.375  -0.262
C  -3.819  -1.060  4.702  -0.172
C  -0.215  -5.539  1.225  -0.243
C  -1.618  4.651  3.381  -0.308
C  0.066  -5.156  -4.528  -0.077
C  -0.340  6.226  -0.038  -0.060
C  0.268  -4.969  -0.037  -0.205
C  2.732  -5.001  0.788  -0.071
C  -1.361  1.788  -2.481  -0.069
C  1.342  0.501  2.674  -0.061
C  4.056  3.164  -4.920  -0.120
C  0.320  -3.218  -3.265  -0.374
C  1.239  1.167  0.540  -0.575
C  0.113  -0.198  2.007  -0.209
C  -5.912  1.576  -1.598  -0.049
C  -5.616  -5.330  0.022  -0.216
C  2.849  3.954  -4.505  -0.275
C  -3.587  -3.896  0.660  -0.205
C  -2.751  -2.802  -0.101  -0.073
C  1.708  -5.443  -0.346  -0.197
C  4.394  -0.988  0.699  -0.595
C  5.434  0.750  -0.296  -0.074
H  0.563  -2.249  2.869  0.072
H  2.131  -0.199  3.160  0.163
H  -4.387  -3.302  1.073  0.089
H  -1.897  -3.908  3.723  0.078
H  2.893  -3.942  0.903  0.031
H  -1.271  0.978  -3.143  0.071
H  4.732  1.242  -3.034  0.093
H  -0.662  2.570  -2.738  0.079
H  3.833  2.145  -5.241  0.076
H  1.115  -0.833  -2.825  0.040
H  -5.674  1.713  -0.586  0.072
H  3.799  -0.232  -3.210  0.051
H  0.422  4.347  2.886  0.122
H  -1.359  -2.529  4.792  0.032
H  0.113  -6.229  -4.410  0.091
H  0.118  7.224  -0.118  0.099
H  5.755  -0.812  -1.864  0.146
H  6.554  0.984  -0.346  0.160
H  2.234  4.265  -5.346  0.120
H  -3.018  3.286  4.266  0.043
H  -0.059  3.278  4.115  0.141
H  2.001  -4.963  -1.307  0.101
H  2.501  3.094  -2.484  0.093
H  -2.466  -3.586  5.464  0.072
H  4.854  3.130  -4.199  0.058
H  1.043  1.224  3.435  0.112
H  -1.312  5.712  3.546  0.174
H  3.226  4.866  -4.063  0.112
H  0.158  -3.879  0.102  0.082
H  4.442  4.658  0.757  0.109
H  -0.446  5.769  -1.075  0.128
H  -2.841  -1.978  2.852  0.107
H  1.280  -0.891  -1.089  0.087
H  -2.407  4.217  5.504  0.105
H  -1.172  1.494  -1.476  0.065
H  0.805  -4.830  -5.301  0.114
H  -0.669  0.223  2.624  0.125
H  3.787  -5.292  0.555  0.079
H  -0.478  -5.330  -0.772  0.119
H  3.578  3.537  -0.288  0.087
H  4.531  3.705  -5.739  0.075
H  -4.133  -2.727  3.674  0.077
H  -3.643  -5.900  -0.264  0.102
H  4.032  3.166  1.454  0.087
H  -0.503  -2.288  1.548  0.043
H  1.624  -6.475  -0.505  0.084
H  -1.909  -3.266  -0.662  0.062
H  1.236  3.956  -3.238  0.116
H  -6.008  0.510  -1.782  0.098
H  -3.440  4.903  4.325  0.079
H  -6.806  2.204  -1.724  0.105
H  -4.157  -1.481  5.655  0.128
H  1.248  -1.908  1.274  0.093
H  -1.303  6.432  0.484  0.105
H  4.894  1.697  -0.336  0.103
H  -2.278  -2.181  0.631  0.025
H  -3.056  -4.305  1.512  0.079
H  -0.297  -0.686  -1.877  0.085
H  -0.974  -4.796  -4.773  0.121
H  -4.187  -4.734  -1.292  0.094
H  -3.265  -2.091  -0.748  0.063
H  3.307  0.873  -2.048  0.065
H  2.471  -5.447  1.762  0.071
H  -4.643  -0.713  4.158  0.096

Output
- Structure (SMILES): C[C@H]1COC(=O)O1.C[C@H]1COC(=O)O1.C[C@H]1COC(=O)O1.COC(=O)OC.COC(=O)OC.COC(=O)OC.CCCC#N.CCCC#N.CCCC#N.CCCC#N
- Net charge: 0
- LUMO level: 0.39 eV
- Highest occupied orbital energy: -9.6 eV

***

# 3
# C18H25N7O3

An isolated molecule of C18H25N7O3 at a distorted geometry (the ωB97M-V functional and the def2-TZVPD basis, the OMol25 dataset).

Last column: Löwdin charge in e.
CARTESIAN COORDINATES (ANGSTROEM)
O  6.582  -0.565  0.595  -0.131
O  -4.214  -3.389  0.254  0.023
O  -4.775  -1.586  -0.767  0.024
N  3.974  -0.324  -0.508  -0.186
N  1.035  -0.262  0.667  0.078
N  -1.028  -0.012  -0.291  0.200
N  -3.085  0.304  -1.189  0.074
N  -3.924  -2.270  -0.183  -0.339
N  -0.415  -2.001  0.858  0.159
N  -1.832  -3.743  1.141  0.176
C  -1.196  3.355  -0.597  -0.069
C  5.616  -1.574  0.770  -0.198
C  4.632  -1.615  -0.400  -0.171
C  1.509  0.984  0.124  -0.181
C  2.936  -0.313  -1.525  -0.206
C  -1.624  -2.511  0.670  -0.308
C  -2.706  3.370  1.718  -0.079
C  4.980  0.704  -0.717  -0.165
C  5.960  0.690  0.456  -0.196
C  -0.173  -0.770  0.392  -0.388
C  -2.304  2.525  -0.498  -0.232
C  -2.650  -1.773  -0.014  -0.027
C  -2.688  1.616  -1.641  -0.125
C  1.959  0.851  -1.337  -0.164
C  -1.599  4.194  1.614  -0.094
C  -2.253  -0.478  -0.499  -0.236
C  -3.059  2.543  0.667  -0.040
C  -0.846  4.187  0.452  -0.092
H  -3.299  3.372  2.621  0.102
H  0.019  4.828  0.364  0.102
H  4.496  1.679  -0.770  0.119
H  -1.834  1.520  -2.320  0.119
H  2.379  -1.249  -1.432  0.115
H  -4.035  -0.037  -1.309  0.114
H  -3.530  2.042  -2.192  0.134
H  6.165  -2.515  0.846  0.126
H  -1.081  -4.192  1.633  0.113
H  5.181  -1.870  -1.324  0.131
H  5.537  0.533  -1.656  0.133
H  5.059  -1.398  1.703  0.125
H  0.694  1.708  0.185  0.093
H  -2.756  -4.148  1.044  0.083
H  5.416  0.940  1.381  0.126
H  1.710  -0.898  1.058  0.136
H  3.881  -2.387  -0.216  0.124
H  2.347  1.313  0.739  0.116
H  -0.604  3.348  -1.501  0.111
H  3.361  -0.278  -2.543  0.125
H  -3.925  1.903  0.753  0.115
H  -1.323  4.839  2.435  0.099
H  2.410  1.793  -1.651  0.102
H  6.761  1.413  0.299  0.126
H  1.084  0.668  -1.961  0.101

Output
- Structure (SMILES): Nc1nc(NCCCN2CCOCC2)nc(NCc2ccccc2)c1[N+](=O)[O-]
- Net charge: 0
- LUMO level: 0.13 eV
- Highest occupied orbital energy: -8.7 eV

***

# 4
# C4H3N3

An isolated molecule of C4H3N3 (the ωB97M-V functional and the def2-TZVPD basis, the OMol25 dataset).

Last column: Löwdin charge in e.
CARTESIAN COORDINATES (ANGSTROEM)
N  -3.119  -1.282  0.948  0.159
N  -0.471  0.824  0.298  0.090
N  0.136  -1.388  -0.213  0.164
C  -2.073  -0.923  0.626  -0.143
C  1.784  0.917  -0.859  0.218
C  -0.721  -0.546  0.203  -0.453
C  0.691  1.095  -0.153  -0.348
H  -0.222  -2.339  -0.247  0.071
H  1.090  2.198  -0.268  0.175
H  2.799  0.906  -0.471  0.066

Output
- Net charge: 0
- LUMO level: -0.59 eV
- Highest occupied orbital energy: -9.8 eV